1.
A molecular structure, CH6N3O at a distorted geometry. Source: the OMol25 dataset; level of theory: the ωB97M-V functional and the def2-TZVPD basis.

Properties
* LUMO (spin up / spin down): -6.80 / -6.25 eV
* E_HOMO (spin up / spin down): -14.879 / -14.880 eV
* energy relative to the best compared isomer or geometry (same formula, charge and spin): 164.9 kcal per mole
* DFT total energy: -7637.43406 eV
* total charge: +1
* Kohn-Sham gap (spin up / spin down): 8.076 / 8.627 eV

Geometry as XYZ:
```
11
Properties=species:S:1:pos:R:3:forces:R:3:nbo_charge:R:1
C 0.814245 0.033361 0.475335 0.338 -0.508 -0.114 -0.120
N -0.646046 0.058386 0.668869 -0.394 0.229 0.177 -0.351
N 0.918757 0.629903 -0.829262 -0.038 0.263 0.171 -0.148
N -1.217540 -0.363360 -0.419209 1.460 -3.301 -0.391 -0.252
O 0.088202 0.043148 -1.605716 0.451 0.032 -0.621 -0.210
H 1.359092 0.558274 1.255774 -0.142 0.015 -0.059 0.260
H 1.104822 -1.026008 0.405494 0.013 0.189 0.058 0.230
H -1.042436 0.848470 1.177040 -0.175 -0.177 -0.191 0.425
H 0.929052 1.655573 -0.867622 -0.235 -0.146 -0.013 0.373
H -0.754683 -2.103108 -0.753034 -1.101 3.226 0.672 0.353
H -2.179973 -0.137368 -0.653985 -0.177 0.176 0.310 0.439
```
Positions in Å, forces in eV/Å.

2.
2 unconnected molecules or ions with the total composition CH6N3OS at a distorted geometry. Source: the OMol25 dataset; level of theory: the ωB97M-V functional and the def2-TZVPD basis.

Properties
* LUMO (spin up / spin down): -6.54 / -5.03 eV
* E_HOMO (spin up / spin down): -12.731 / -12.276 eV
* energy relative to the best compared isomer or geometry (same formula, charge and spin): 83.5 kcal per mole
* DFT total energy: -18476.72093 eV
* total charge: +1
* Kohn-Sham gap (spin up / spin down): 6.188 / 7.249 eV

Geometry as XYZ:
```
12
Properties=species:S:1:pos:R:3:forces:R:3:nbo_charge:R:1
C 0.414297 -0.059976 -0.028845 2.068 2.917 -2.637 0.618
N 1.226955 -0.931566 -0.649328 0.368 0.211 1.489 -0.724
N 0.589144 1.221316 -0.214908 2.645 2.344 -1.171 -0.720
N -0.685584 -0.413212 0.611698 -0.841 -2.067 0.627 -0.148
O -1.467855 0.421917 1.132907 -0.173 -0.155 -0.004 -0.176
S -4.880763 -0.232269 -0.348115 0.186 0.385 0.493 -0.098
H 2.243251 -0.642740 -0.722991 -1.719 -0.927 -0.005 0.450
H 0.968529 -1.837589 -0.293280 1.170 -0.898 -0.478 0.407
H 1.485709 1.664803 -0.672442 -2.561 -1.548 1.164 0.451
H -0.166689 1.870933 -0.050526 0.001 -0.050 0.445 0.452
H -0.793227 -1.431523 0.662654 -1.014 0.178 0.557 0.385
H -4.696084 0.620982 0.705667 -0.131 -0.389 -0.481 0.103
```
Positions in Å, forces in eV/Å.

3.
3 unconnected molecules or ions with the total composition CH6N3PS at a distorted geometry. Source: the OMol25 dataset; level of theory: the ωB97M-V functional and the def2-TZVPD basis.

Properties
* LUMO: 0.08 eV
* E_HOMO: -8.310 eV
* energy relative to the best compared isomer or geometry (same formula, charge and spin): 41.4 kcal per mole
* DFT total energy: -25727.94154 eV
* total charge: 0
* Kohn-Sham gap: 8.395 eV

Geometry as XYZ:
```
12
Properties=species:S:1:pos:R:3:forces:R:3:nbo_charge:R:1
N -0.230426 0.213626 0.635947 -0.271 0.885 -1.683 -1.167
P 1.132326 0.715891 -0.214388 -0.308 0.132 1.167 0.836
S 1.957469 2.135675 0.814946 -0.022 -0.269 -0.344 -0.548
H -0.577267 0.969782 1.302851 0.190 -1.628 -1.213 0.408
H -0.920033 -0.139445 -0.142808 0.921 1.071 2.671 0.434
C 3.038535 -2.156197 0.889520 1.362 -1.412 -0.715 0.073
N 1.918275 -2.044164 1.065407 -0.714 0.386 0.353 -0.309
H 3.996730 -2.592684 0.597591 -0.506 0.841 0.402 0.240
N -2.402443 0.675721 -0.998576 -0.462 -0.649 -1.756 -1.084
H -3.140068 1.326681 -0.736870 0.406 0.214 -0.191 0.379
H -1.859137 1.022143 -1.821541 -0.802 0.119 1.024 0.372
H -2.913961 -0.127029 -1.392081 0.206 0.310 0.285 0.366
```
Positions in Å, forces in eV/Å.

4.
2 unconnected molecules or ions with the total composition CH6N3S2 at a distorted geometry. Source: the OMol25 dataset; level of theory: the ωB97M-V functional and the def2-TZVPD basis.

Properties
* LUMO: -4.63 eV
* E_HOMO: -13.138 eV
* energy relative to the best compared isomer or geometry (same formula, charge and spin): 44.8 kcal per mole
* DFT total energy: -27266.11661 eV
* total charge: +1
* Kohn-Sham gap: 8.508 eV

Geometry as XYZ:
```
12
Properties=species:S:1:pos:R:3:forces:R:3:nbo_charge:R:1
C 0.424389 0.303749 -0.701616 -0.530 0.063 0.721 -0.149
N -0.046696 -0.791046 2.513341 0.073 -0.196 -0.027 -0.918
N 0.311378 1.077630 -1.795909 0.551 0.824 -0.802 -0.128
N -0.142574 0.765246 -2.961038 -0.215 -0.537 -0.270 -0.484
S 1.367064 -0.902619 -0.144507 0.282 -0.143 -0.799 0.037
S -0.839737 1.307534 -0.130942 -0.162 -0.270 0.345 0.114
H -0.017350 0.169445 2.861804 -0.026 -0.110 -0.037 0.443
H 0.368478 -1.421207 3.207457 -0.143 0.163 -0.117 0.441
H 0.522703 -0.862564 1.562738 -0.356 0.091 0.475 0.395
H -0.333150 1.541226 -3.583757 0.245 -0.103 0.133 0.415
H -0.594613 -0.124670 -3.166410 0.045 0.123 0.301 0.391
H -1.019892 -1.062723 2.338839 0.234 0.094 0.077 0.443
```
Positions in Å, forces in eV/Å.

5.
A single CH6N4 molecule at a distorted geometry. Source: the OMol25 dataset; level of theory: the ωB97M-V functional and the def2-TZVPD basis.

Properties
* LUMO: 0.94 eV
* E_HOMO: -8.798 eV
* energy relative to the best compared isomer or geometry (same formula, charge and spin): 2.7 kcal per mole
* DFT total energy: -7093.93932 eV
* total charge: 0
* Kohn-Sham gap: 9.741 eV

Geometry as XYZ:
```
11
Properties=species:S:1:pos:R:3:forces:R:3:nbo_charge:R:1
H -1.251624 -1.072106 -0.900157 0.063 0.749 -0.291 0.331
N -1.145792 -0.065787 -1.116671 -0.141 -0.532 0.578 -0.800
C -0.230701 0.431146 -0.368314 0.592 -0.352 -0.118 0.559
N 0.137474 1.750524 -0.506978 -0.341 -0.120 -0.394 -0.851
N 0.557531 -0.261408 0.515158 1.307 0.582 0.883 -0.479
N 0.382734 -1.566147 0.939274 -1.379 -0.129 0.545 -0.644
H 0.715494 2.312564 0.113359 -0.564 -0.572 -0.376 0.400
H -0.421215 2.144046 -1.245161 0.263 0.692 0.190 0.410
H 1.324757 0.222935 0.992516 -0.727 -0.369 -0.465 0.373
H -0.554972 -1.652184 1.389971 1.053 -0.199 -0.593 0.349
H 0.486315 -2.243583 0.187003 -0.126 0.250 0.042 0.352
```
Positions in Å, forces in eV/Å.

6.
A single CH6N4 molecule at a distorted geometry. Source: the OMol25 dataset; level of theory: the ωB97M-V functional and the def2-TZVPD basis.

Properties
* LUMO: 0.94 eV
* E_HOMO: -8.885 eV
* energy relative to the best compared isomer or geometry (same formula, charge and spin): 0.7 kcal per mole
* DFT total energy: -7094.02600 eV
* total charge: 0
* Kohn-Sham gap: 9.823 eV

Geometry as XYZ:
```
11
Properties=species:S:1:pos:R:3:forces:R:3:nbo_charge:R:1
H 0.489488 1.695040 0.042014 -0.754 0.223 -0.152 0.321
N -0.502711 1.414183 -0.010893 0.900 0.169 0.263 -0.787
C -0.515247 0.137824 0.002839 0.117 -0.457 -0.154 0.554
N -1.691770 -0.555917 0.017585 0.413 -0.100 0.037 -0.831
N 0.603049 -0.676013 -0.048829 0.090 -1.239 0.257 -0.489
N 1.908950 -0.193041 0.012931 -0.134 0.719 0.481 -0.630
H -1.727819 -1.555602 0.016453 -0.099 0.034 -0.052 0.387
H -2.516492 -0.005650 -0.004467 -0.537 0.113 0.004 0.408
H 0.549108 -1.696302 0.050082 -0.165 1.035 -0.030 0.379
H 2.030350 0.426344 -0.779313 0.297 0.010 -0.119 0.347
H 2.044224 0.384744 0.862637 -0.131 -0.509 -0.535 0.340
```
Positions in Å, forces in eV/Å.

7.
2 unconnected molecules or ions with the total composition CH6N4O3S at a distorted geometry. Source: the OMol25 dataset; level of theory: the ωB97M-V functional and the def2-TZVPD basis.

Properties
* LUMO: 0.81 eV
* E_HOMO: -8.537 eV
* energy relative to the best compared isomer or geometry (same formula, charge and spin): 46.8 kcal per mole
* DFT total energy: -24069.23194 eV
* total charge: 0
* Kohn-Sham gap: 9.345 eV

Geometry as XYZ:
```
15
Properties=species:S:1:pos:R:3:forces:R:3:nbo_charge:R:1
C 1.166807 1.006314 -0.440637 1.084 -0.361 -0.168 0.340
N 0.631405 0.039421 0.210981 1.882 -0.771 0.744 -0.787
N 0.510967 2.130154 -0.683545 -0.399 0.365 -0.023 -0.772
N -1.516089 0.086782 0.107263 -2.253 0.500 -0.539 0.267
N -1.824127 -0.676067 1.113256 -0.621 0.135 0.602 -0.570
O -1.891368 1.270328 0.202331 -0.042 -0.926 0.452 -0.512
O 1.344060 -1.920614 -1.222202 0.790 0.238 0.681 -0.908
O 0.493514 -2.249538 1.100696 -0.233 -0.504 0.382 -0.984
S 1.445739 -1.430391 0.371146 -0.148 1.036 -1.541 1.653
H 2.195881 0.951045 -0.818828 -0.132 0.090 -0.129 0.158
H 0.895077 2.851369 -1.266482 0.102 -0.116 0.051 0.399
H -0.487183 2.126453 -0.442503 0.183 0.164 -0.135 0.438
H 0.519930 -2.390903 -1.380457 -0.439 -0.042 0.141 0.495
H -2.196246 -0.259062 1.969881 0.199 0.134 -0.363 0.361
H -1.288366 -1.535292 1.179099 0.029 0.060 -0.153 0.422
```
Positions in Å, forces in eV/Å.

8.
A single CH6N4S molecule at a distorted geometry. Source: the OMol25 dataset; level of theory: the ωB97M-V functional and the def2-TZVPD basis.

Properties
* LUMO: 0.18 eV
* E_HOMO: -9.249 eV
* energy relative to the best compared isomer or geometry (same formula, charge and spin): 54.1 kcal per mole
* DFT total energy: -17926.45692 eV
* total charge: 0
* Kohn-Sham gap: 9.434 eV

Geometry as XYZ:
```
12
Properties=species:S:1:pos:R:3:forces:R:3:nbo_charge:R:1
H -2.010217 -0.652348 0.818998 -0.947 -0.200 0.363 0.339
N -1.620126 0.084646 0.256888 1.129 0.254 0.563 -0.704
C -0.388965 -0.210829 0.197983 2.158 -0.181 -4.243 0.546
N 0.589965 0.508266 -0.629488 -3.301 0.142 0.651 -0.499
N 0.000398 1.544910 -1.513182 1.798 2.306 5.492 -0.625
N 0.186322 -1.479566 0.591292 -4.871 1.213 2.482 -0.811
S 1.727699 -1.559150 1.024232 4.377 3.594 1.243 0.194
H 1.196327 -0.162575 -1.071745 0.235 0.195 -0.469 0.385
H -0.807068 1.284993 -1.982175 -1.964 -1.660 -0.938 0.343
H -0.434424 2.170516 -0.665797 1.331 -1.360 -3.061 0.356
H -0.297703 -1.596551 1.518661 -0.085 -0.679 -1.426 0.374
H 1.857792 0.067688 1.454333 0.142 -3.625 -0.657 0.103
```
Positions in Å, forces in eV/Å.

9.
A gas-phase ion, CH6N6 (charge +2) at a distorted geometry. Source: the OMol25 dataset; level of theory: the ωB97M-V functional and the def2-TZVPD basis.

Properties
* LUMO (spin up / spin down): -10.66 / -10.66 eV
* E_HOMO (spin up / spin down): -19.471 / -19.471 eV
* energy relative to the best compared isomer or geometry (same formula, charge and spin): 39.8 kcal per mole
* DFT total energy: -10049.15272 eV
* total charge: +2
* Kohn-Sham gap (spin up / spin down): 8.808 / 8.809 eV

Geometry as XYZ:
```
13
Properties=species:S:1:pos:R:3:forces:R:3:nbo_charge:R:1
N -3.545148 -0.782372 0.056600 0.003 -0.288 0.204 0.257
N -2.757857 0.000897 0.038986 -1.780 -4.050 -0.138 0.191
N -2.134084 1.026020 -0.035270 8.377 5.214 -0.426 -0.235
C -0.479844 1.084652 -0.090350 -6.310 -5.614 0.958 0.409
N 0.357850 0.051959 -0.011455 -0.069 -0.417 -0.137 -0.053
N 0.023863 -1.315899 -0.057141 -0.681 2.829 0.029 -0.593
N 1.872938 0.333779 0.071766 -1.707 -1.964 0.130 -0.551
H -0.162987 2.042604 -0.000372 0.908 3.031 -0.181 0.250
H -0.181495 -1.624737 -0.977782 -0.007 -0.369 -1.093 0.429
H 0.582526 -1.913275 0.500640 0.471 -0.564 0.925 0.422
H 2.044614 1.242051 -0.389537 0.883 -0.723 -0.870 0.490
H 2.331334 -0.662316 -0.157286 -0.412 2.959 -0.333 0.518
H 2.048289 0.516642 1.051204 0.324 -0.045 0.933 0.466
```
Positions in Å, forces in eV/Å.

10.
2 unconnected molecules or ions with the total composition CH6NO at a distorted geometry. Source: the OMol25 dataset; level of theory: the ωB97M-V functional and the def2-TZVPD basis.

Properties
* LUMO: 4.88 eV
* E_HOMO: -2.397 eV
* energy relative to the best compared isomer or geometry (same formula, charge and spin): 6.3 kcal per mole
* DFT total energy: -4671.09278 eV
* total charge: -1
* Kohn-Sham gap: 7.277 eV

Geometry as XYZ:
```
9
Properties=species:S:1:pos:R:3:forces:R:3:nbo_charge:R:1
O 2.131336 -0.086627 -0.883742 -1.225 -0.723 -1.401 -1.358
H 2.675789 0.225263 -0.199163 1.228 0.667 1.461 0.389
C -0.873082 0.181406 -0.342684 0.094 0.241 -0.204 -0.453
N -0.820634 -0.477117 0.985420 0.318 0.081 -0.154 -0.861
H 0.121508 0.192497 -0.811668 0.088 0.097 0.087 0.289
H -1.214488 1.213341 -0.211615 -0.063 -0.037 -0.029 0.150
H -1.575279 -0.304570 -1.023027 -0.193 -0.200 0.180 0.148
H -0.065711 -1.158430 0.899038 -0.128 -0.054 -0.034 0.362
H -0.379437 0.214241 1.587443 -0.118 -0.073 0.094 0.335
```
Positions in Å, forces in eV/Å.

11.
2 unconnected molecules or ions with the total composition CH6NO at a distorted geometry. Source: the OMol25 dataset; level of theory: the ωB97M-V functional and the def2-TZVPD basis.

Properties
* LUMO (spin up / spin down): -0.75 / -0.77 eV
* E_HOMO (spin up / spin down): -3.156 / -6.480 eV
* energy relative to the best compared isomer or geometry (same formula, charge and spin): 73.8 kcal per mole
* DFT total energy: -4666.90208 eV
* total charge: 0
* ⟨S²⟩: 0.7530
* Kohn-Sham gap (spin up / spin down): 2.405 / 5.711 eV
* 2S+1: 2

Geometry as XYZ:
```
9
Properties=species:S:1:pos:R:3:forces:R:3:lowdin_spin:R:1
N -1.153668 0.638564 1.063727 0.588 1.824 1.633 0.006
H -0.166522 1.000337 0.810820 -1.740 -0.504 -0.120 0.001
H -1.887162 1.254627 1.480110 1.001 0.531 -1.109 0.000
H -1.517215 0.175254 0.260313 0.154 -1.066 -1.242 0.007
H -1.048270 0.049520 1.867708 0.593 -1.443 -0.004 0.002
O 0.370007 -0.679284 -0.865553 -5.945 2.359 4.531 0.327
C 1.411490 -0.691577 -1.495419 5.439 -1.218 -3.165 0.531
H 2.337415 -0.005233 -1.420027 -1.247 -0.360 0.292 0.072
H 1.653925 -1.742207 -1.701680 1.156 -0.124 -0.817 0.054
```
Positions in Å, forces in eV/Å.

12.
A gas-phase ion, CH6NO (charge +1) at a distorted geometry. Source: the OMol25 dataset; level of theory: the ωB97M-V functional and the def2-TZVPD basis.

Properties
* LUMO: -4.35 eV
* E_HOMO: -15.997 eV
* energy relative to the best compared isomer or geometry (same formula, charge and spin): 46.4 kcal per mole
* DFT total energy: -4662.75369 eV
* total charge: +1
* Kohn-Sham gap: 11.644 eV

Geometry as XYZ:
```
9
Properties=species:S:1:pos:R:3:forces:R:3:nbo_charge:R:1
N 0.401074 0.226316 -0.906432 1.069 0.599 -1.071 -0.716
C -0.514021 -0.248132 0.102549 4.613 -1.788 5.191 0.073
O 0.371423 0.176216 1.574309 -2.636 -1.673 -2.789 -0.752
H -0.148938 0.427432 -1.739246 -0.072 0.526 -0.326 0.454
H 0.727902 1.112052 -0.472423 0.572 -0.234 -0.743 0.484
H 1.216980 -0.387861 -1.308189 -1.669 1.041 1.810 0.489
H -1.381634 0.246211 0.304671 -2.255 1.642 -0.507 0.237
H -0.548462 -1.308334 0.094879 -0.379 -0.800 0.052 0.225
H -0.124325 -0.243900 2.349882 0.756 0.687 -1.617 0.504
```
Positions in Å, forces in eV/Å.

What is the formula in the tenth record?
CH6NO

Which of these has the lowest energy relative to the best compared isomer or geometry (same formula, charge and spin)?
number 6

energy relative to the best compared isomer or geometry (same formula, charge and spin) of number 4 (CH6N3S2)?
44.8 kcal per mole